A molecular structure, C6H12O, computed with ωB97M-V/def2-TZVPD.

CARTESIAN COORDINATES (ANGSTROEM)
1 C 2.7720 -0.4435 0.0539
2 C 1.4682 0.1145 0.5238
3 O 1.0493 -0.4689 1.6855
4 C 0.9726 1.2744 -0.0433
5 C -1.8080 1.1403 -1.1535
6 C -2.1062 0.3547 -0.1235
7 C -1.9303 -1.1362 -0.1039
8 H 2.9797 -0.1334 -0.9729
9 H 2.8323 -1.5222 0.1758
10 H 3.5126 0.0337 0.7042
11 H 0.6635 0.0761 -0.5577
12 H 0.2794 0.0518 1.9698
13 H 0.1996 1.7107 0.6222
14 H -1.4104 0.7371 -2.0826
15 H -1.9027 2.2213 -1.1010
16 H -2.4769 0.8086 0.7967
17 H -1.6198 -1.5088 -1.0856
18 H -2.8604 -1.6418 0.1785
19 H -1.1675 -1.4397 0.6267

Output
- E_LUMO (eV) = 0.726
- HOMO energy (eV) = -8.55
- electronic energy (a.u.) = -310.887262

The computed Löwdin charges, all in e, follow: -0.043, -0.580, 0.027, 0.037, -0.048, -0.275, -0.114, 0.090, 0.082, 0.097, 0.160, 0.106, 0.026, 0.066, 0.062, 0.097, 0.077, 0.073, 0.060